[1]
DFT (wB97M-V/def2-TZVPD) results for a cluster of 9 separate species, C33H62ClF2NO16S3 in total in a non-equilibrium geometry.

Last column: Mulliken charge in e.
Positions of all 118 atoms, in Å:
C1 -12.487 2.805 25.039  -1.459
C2 -11.997 1.431 25.425  0.187
C3 -12.048 0.468 24.232  -0.271
O1 -11.336 -0.775 24.627  -0.532
C4 -11.473 -1.728 23.554  -0.439
N1 -10.598 1.571 26.053  -0.234
H1 -10.692 2.351 26.687  0.352
H2 -10.376 0.759 26.610  0.361
H3 -9.897 1.775 25.354  0.332
H4 -11.909 3.327 24.277  0.469
H5 -12.617 3.537 25.835  0.444
H6 -13.447 2.612 24.560  0.316
H7 -12.547 0.984 26.253  0.276
H8 -11.633 0.928 23.334  0.000
H9 -13.015 0.172 23.825  0.433
H10 -11.182 -1.186 22.654  0.166
H11 -12.498 -2.098 23.546  0.249
H12 -10.824 -2.545 23.869  0.312
Cl1 -15.634 -0.610 21.454  1.383
O2 -16.243 -1.875 21.211  -0.694
O3 -14.193 -0.782 21.505  -0.414
O4 -15.980 0.366 20.416  -0.350
O5 -16.178 -0.167 22.679  -0.687
C5 -17.281 3.525 19.873  -0.697
C6 -17.451 5.034 19.869  -0.445
C7 -17.348 5.350 18.426  -0.566
O6 -16.297 4.456 18.049  -0.527
C8 -16.207 3.291 18.871  1.126
H13 -18.195 3.036 19.537  0.275
H14 -17.115 3.056 20.843  0.320
H15 -16.593 5.526 20.329  0.144
H16 -18.454 5.253 20.236  0.383
H17 -17.147 6.387 18.158  0.312
H18 -18.309 5.117 17.966  0.344
H19 -15.236 3.248 19.365  -0.596
H20 -16.524 2.373 18.377  -0.198
C9 -20.337 -0.673 25.732  -0.558
C10 -20.121 -1.756 24.677  -0.360
C11 -18.560 -1.664 24.799  -0.149
O7 -18.154 -1.294 26.101  -0.377
C12 -19.303 -1.096 26.773  -0.420
H21 -21.327 -0.732 26.183  0.386
H22 -20.056 0.359 25.522  0.239
H23 -20.369 -1.631 23.623  0.080
H24 -20.585 -2.711 24.920  0.282
H25 -18.325 -0.818 24.154  -0.015
H26 -18.016 -2.577 24.560  0.296
H27 -19.159 -0.423 27.618  0.297
H28 -19.545 -2.113 27.082  0.300
O8 -8.298 1.609 17.675  -0.654
S1 -8.544 1.618 19.108  1.133
O9 -8.768 2.942 19.734  -0.565
O10 -9.840 0.707 19.368  -0.143
C13 -10.158 -0.303 18.479  -0.422
C14 -11.357 -0.983 19.275  -0.745
C15 -7.328 0.668 19.982  -0.929
H29 -9.444 -1.105 18.292  0.378
H30 -10.536 0.168 17.572  0.318
H31 -11.906 -0.274 19.894  -0.047
H32 -11.008 -1.722 19.997  0.387
H33 -12.082 -1.439 18.601  0.293
H34 -7.562 0.660 21.047  0.262
H35 -6.317 1.074 19.934  0.386
H36 -7.355 -0.300 19.481  0.332
O11 -12.703 3.438 18.660  -0.611
S2 -12.406 3.702 20.087  1.335
O12 -11.062 4.020 20.582  -0.729
O13 -13.368 4.844 20.524  -0.194
C16 -12.957 6.121 19.964  -0.699
C17 -13.455 6.300 18.466  -0.732
C18 -13.030 2.367 21.027  0.827
H37 -11.903 6.375 20.077  0.419
H38 -13.434 6.882 20.581  0.344
H39 -14.493 6.049 18.248  0.044
H40 -12.847 5.582 17.917  0.266
H41 -13.393 7.362 18.225  0.408
H42 -13.732 2.828 21.723  0.405
H43 -12.226 1.787 21.479  -0.194
H44 -13.570 1.760 20.301  -0.810
O14 -14.970 0.340 12.331  -0.606
S3 -15.600 0.650 13.608  1.149
O15 -16.616 -0.240 14.223  -0.590
O16 -14.502 0.845 14.854  -0.464
C19 -14.997 1.091 16.186  -0.666
C20 -14.246 0.238 17.230  -0.140
C21 -16.332 2.281 13.449  -0.754
H45 -16.068 0.889 16.155  0.726
H46 -14.904 2.148 16.436  0.309
H47 -14.516 -0.801 17.040  -0.036
H48 -14.422 0.658 18.221  -0.105
H49 -13.170 0.343 17.094  0.197
H50 -15.623 2.828 12.828  0.336
H51 -16.561 2.629 14.456  0.188
H52 -17.212 2.308 12.806  0.359
F1 -15.461 -7.004 16.989  -0.296
C22 -15.403 -5.752 17.366  0.355
C23 -15.737 -4.653 16.549  -0.785
C24 -15.759 -3.322 17.043  -0.257
C25 -15.147 -3.067 18.248  0.287
C26 -14.667 -4.141 19.021  -0.893
C27 -14.946 -5.462 18.688  -0.521
H53 -16.226 -4.888 15.616  0.344
H54 -16.290 -2.620 16.417  0.599
H55 -15.120 -2.125 18.774  0.440
H56 -14.341 -3.918 20.026  0.346
H57 -14.593 -6.206 19.386  0.380
F2 -22.935 -3.116 19.629  -0.300
C28 -21.778 -2.451 19.585  -0.251
C29 -20.774 -2.835 18.712  0.009
C30 -19.548 -2.179 18.616  -0.823
C31 -19.300 -1.081 19.385  0.117
C32 -20.239 -0.611 20.301  -0.655
C33 -21.430 -1.386 20.415  -0.196
H58 -20.943 -3.648 18.021  0.377
H59 -18.748 -2.444 17.940  0.369
H60 -18.326 -0.641 19.226  0.455
H61 -19.938 0.221 20.920  0.457
H62 -22.168 -0.950 21.071  0.404

Properties
orbital gap: 6.68 eV
highest occupied orbital energy: -8.3 eV
E: -119924.0779 eV


[2]
DFT (wB97M-V/def2-TZVPD) results for a cluster of 11 separate species, C33H62O33 in total in a non-equilibrium geometry.

Last column: Mulliken spin population.
Positions of all 128 atoms, in Å:
C1 11.358 -1.948 4.689  0.000
C2 11.853 -0.615 5.165  0.000
O1 10.874 0.231 4.651  0.000
C3 10.120 -0.353 3.730  0.000
O2 9.212 0.230 3.072  0.000
O3 10.480 -1.591 3.682  0.000
H1 10.919 -2.511 5.512  0.000
H2 12.160 -2.532 4.237  0.000
H3 12.803 -0.437 4.662  0.000
H4 11.926 -0.542 6.250  0.000
C4 3.244 0.214 -2.905  0.000
C5 3.772 -0.980 -2.278  0.000
O4 4.806 -0.544 -1.293  0.000
C6 5.026 0.718 -1.486  0.000
O5 5.931 1.311 -0.955  0.000
O6 4.213 1.169 -2.457  0.000
H5 2.275 0.521 -2.514  0.000
H6 3.172 0.190 -3.992  0.000
H7 4.185 -1.682 -3.002  0.000
H8 2.970 -1.523 -1.778  0.000
C7 6.504 -1.018 1.440  0.000
O7 6.246 -2.388 1.892  0.000
C8 5.054 -2.869 1.974  0.000
O8 3.970 -2.248 1.866  0.000
O9 5.112 -4.221 2.327  0.000
C9 3.878 -4.939 2.451  0.000
H9 6.734 -0.990 0.375  0.000
H10 7.385 -0.644 1.962  0.000
H11 5.630 -0.382 1.584  0.000
H12 3.282 -4.991 1.540  0.000
H13 3.285 -4.552 3.279  0.000
H14 4.091 -5.976 2.715  0.000
C10 4.107 4.209 3.244  0.003
O10 5.127 3.887 2.344  0.152
C11 5.827 4.856 1.667  -0.060
O11 5.522 6.038 1.534  0.836
O12 6.930 4.369 1.125  0.039
C12 7.401 3.016 1.231  0.009
H15 4.452 4.769 4.113  0.001
H16 3.639 3.285 3.585  0.003
H17 3.297 4.672 2.679  -0.001
H18 8.093 2.837 2.054  0.002
H19 8.045 2.768 0.387  0.012
H20 6.535 2.354 1.229  -0.004
C13 -3.104 -5.526 4.836  0.000
O13 -1.718 -5.299 4.743  0.000
C14 -1.280 -4.178 5.285  0.000
O14 -1.988 -3.269 5.751  0.000
O15 0.047 -4.215 5.206  0.000
C15 0.905 -3.167 5.604  0.000
H21 -3.322 -6.506 4.411  0.000
H22 -3.686 -4.784 4.288  0.000
H23 -3.493 -5.488 5.853  0.000
H24 0.496 -2.186 5.364  0.000
H25 1.882 -3.342 5.154  0.000
H26 0.979 -3.249 6.689  0.000
C16 4.500 -9.915 2.672  0.000
O16 3.953 -8.810 3.339  0.000
C17 2.640 -8.768 3.823  0.000
O17 1.848 -9.635 3.592  0.000
O18 2.463 -7.564 4.430  0.000
C18 1.156 -7.153 4.771  0.000
H27 4.156 -10.077 1.650  0.000
H28 4.544 -10.868 3.198  0.000
H29 5.559 -9.655 2.661  0.000
H30 1.084 -6.839 5.812  0.000
H31 0.552 -8.024 4.519  0.000
H32 0.704 -6.448 4.073  0.000
C19 2.996 4.404 -0.276  0.005
O19 2.920 3.265 0.482  0.000
C20 2.040 2.247 0.211  -0.001
O20 1.178 2.204 -0.711  0.001
O21 2.383 1.215 1.021  -0.001
C21 1.581 0.029 1.158  0.000
H33 3.690 4.307 -1.111  0.001
H34 3.201 5.278 0.343  0.002
H35 2.035 4.506 -0.781  0.001
H36 1.302 -0.407 0.199  0.000
H37 0.618 0.237 1.624  0.000
H38 2.126 -0.776 1.652  0.000
C22 -0.196 0.481 7.453  0.000
O22 0.360 0.349 6.181  0.000
C23 1.646 0.092 5.971  0.000
O23 2.417 -0.386 6.774  0.000
O24 1.899 0.410 4.678  0.000
C24 3.291 0.172 4.329  0.000
H39 -1.237 0.769 7.308  0.000
H40 0.249 1.213 8.128  0.000
H41 -0.220 -0.446 8.026  0.000
H42 4.028 0.483 5.069  0.000
H43 3.491 0.722 3.410  0.000
H44 3.435 -0.902 4.214  0.000
C25 8.648 -8.035 -0.312  0.000
O25 7.373 -7.953 0.225  0.000
C26 6.297 -8.018 -0.474  0.000
O26 6.224 -8.186 -1.682  0.000
O27 5.178 -7.986 0.346  0.000
C27 3.922 -7.883 -0.241  0.000
H45 8.695 -7.737 -1.359  0.000
H46 9.129 -8.999 -0.148  0.000
H47 9.261 -7.226 0.084  0.000
H48 3.659 -8.873 -0.614  0.000
H49 3.763 -7.144 -1.027  0.000
H50 3.208 -7.634 0.543  0.000
C28 13.507 -4.356 1.191  0.000
O28 12.183 -4.909 1.338  0.000
C29 11.040 -4.244 0.993  0.000
O29 10.852 -3.140 0.508  0.000
O30 10.028 -4.972 1.578  0.000
C30 8.747 -4.394 1.684  0.000
H51 14.174 -4.979 1.786  0.000
H52 13.505 -3.386 1.689  0.000
H53 13.694 -4.165 0.135  0.000
H54 8.292 -3.915 0.817  0.000
H55 8.689 -3.697 2.520  0.000
H56 8.157 -5.290 1.878  0.000
C31 6.914 -4.016 -1.747  0.000
O31 7.228 -4.595 -3.021  0.000
C32 6.649 -4.121 -4.150  0.000
O32 5.982 -3.058 -4.211  0.000
O33 7.114 -4.848 -5.182  0.000
C33 6.727 -4.493 -6.470  0.000
H57 7.355 -4.595 -0.935  0.000
H58 5.856 -4.198 -1.557  0.000
H59 7.331 -3.016 -1.626  0.000
H60 7.608 -4.339 -7.092  0.000
H61 6.021 -3.662 -6.500  0.000
H62 6.215 -5.377 -6.851  0.000

Properties
orbital gap (alpha / beta): 8.93 / 2.40 eV
highest occupied orbital energy (alpha / beta): -12.1 / -12.1 eV
E: -102780.0391 eV
charge: +1
spin multiplicity: 2
⟨S²⟩: 0.76